Entry 1:
The following is a DFT calculation (wB97M-V/def2-TZVPD) of one molecule with the formula BrH4NSi.

Structure (ORCA input):
```
! wB97M-V def2-TZVPD RIJCOSX def2/J DEFGRID3
* xyz 0 1
Br 0.4848 1.5833 -1.5563
Si -0.6406 -0.0457 -0.2530
N 0.6637 -0.4425 0.7777
H 0.6730 -0.3615 1.8427
H 1.4874 -0.2245 0.2235
H -0.7833 -0.8439 -1.4645
H -1.8850 0.3348 0.4299
*
```

Computed properties:
SMILES   N[SiH2]Br
Lowest unoccupied orbital energy   0.6880 eV
Gap between HOMO and LUMO   10.623 eV

So, what does the Mulliken scheme give us? The charges, in e, come out as: Br -0.331; Si 0.483; N -0.472; H 0.261; H 0.236; H -0.076; H -0.100

---

Entry 2:
The following is a DFT calculation (wB97M-V/def2-TZVPD) of a 2-piece molecular cluster, BrH5Si2 overall.

Structure (ORCA input):
```
! wB97M-V def2-TZVPD RIJCOSX def2/J DEFGRID3
* xyz 0 3
Br 2.8510 0.3377 0.0249
Si 1.2341 -1.1241 0.1110
Si -2.6061 1.9413 0.2757
H 0.8891 -1.5550 -1.4009
H 1.7203 -2.2289 0.8889
H 0.0943 -0.5628 0.8552
H -2.3099 0.5360 0.0578
H -1.8728 2.6559 -0.8127
*
```

Computed properties:
Lowest unoccupied orbital energy (alpha / beta)   0.8300 / -1.9311 eV
Gap between HOMO and LUMO (alpha / beta)   8.316 / 8.737 eV

So, what does the Mulliken scheme give us? The charges, in e, come out as: Br -0.192; Si 0.448; Si 0.079; H -0.053; H -0.100; H -0.109; H -0.046; H -0.026